No. 1
The following is a quantum chemistry calculation of 2 unconnected molecules or ions with the total composition C2H4N6O2 at a distorted geometry, from the Open Molecules 2025 dataset.

- SMILES: Cn1nn[nH]c1=O.N#[N+][O-]
- Calculated total energy: -15170.70830 eV
- Total charge: 0
- F_max: 5.14 eV/A
- Gap between HOMO and LUMO: 10.4 eV

Last column: Löwdin charge in e.
CARTESIAN COORDINATES (ANGSTROEM)
O (3.597, 0.140, 1.650)  0.143
C (-0.536, -0.572, -1.026)  -0.531
N (0.177, -1.483, 0.889)  -0.027
N (2.301, 0.129, -0.153)  0.246
N (2.915, 0.128, 0.749)  -0.306
N (-0.723, -0.651, 1.165)  0.021
H (-1.609, 1.771, -0.928)  0.072
N (0.382, -1.498, -0.419)  0.035
H (1.210, -1.972, -0.793)  0.149
H (-2.781, 1.248, 0.217)  0.069
N (-1.241, -0.049, 0.044)  -0.074
H (-1.253, 1.989, 0.789)  0.113
O (-0.690, -0.506, -2.196)  0.094
C (-1.748, 1.324, 0.012)  -0.004

=====

No. 2
The following is a quantum chemistry calculation of a molecular structure, C23H21EuN7O4S, from the Open Molecules 2025 dataset.

- 2S+1: 7
- Calculated total energy: -72957.44830 eV
- Total charge: +3
- F_max: 1.00 eV/A
- Gap between HOMO and LUMO (alpha / beta): 6.5 / 7.7 eV

Last column: Löwdin charge in e.
CARTESIAN COORDINATES (ANGSTROEM)
C (3.186, 2.965, -0.810)  -0.009
H (-1.707, -5.593, 3.078)  0.135
C (-1.498, -4.585, 2.757)  0.010
Eu (-0.367, 0.193, 0.665)  1.932
C (-0.844, 2.364, -2.312)  -0.161
H (2.367, -3.933, 3.198)  0.124
C (2.522, -3.041, 2.614)  0.038
C (-2.519, -3.662, 2.586)  -0.006
C (1.450, -2.357, 2.034)  -0.186
N (-0.942, -1.979, 1.905)  -0.028
H (5.026, 0.213, -0.209)  0.125
H (4.983, -0.980, 1.608)  0.126
C (-0.350, 2.010, -4.620)  0.034
C (3.990, -1.381, 1.723)  0.037
C (-0.194, -4.172, 2.543)  0.028
H (0.616, -4.875, 2.661)  0.123
N (1.628, -1.206, 1.366)  0.028
H (-2.982, -1.654, 2.010)  0.070
H (-3.545, -3.923, 2.789)  0.126
H (0.501, 0.096, -5.057)  0.133
N (-2.976, -0.109, -0.356)  -0.007
C (3.804, -2.540, 2.462)  0.022
O (1.046, -1.887, -3.099)  0.234
H (-1.202, 3.837, -3.833)  0.142
H (5.189, 2.403, -1.351)  0.134
C (-3.798, 1.344, 1.421)  -0.833
C (0.050, 0.342, -2.946)  -0.155
C (4.185, 0.887, -0.209)  0.026
H (-4.729, 2.491, 2.789)  0.125
S (-2.435, 1.134, 2.396)  0.632
H (-1.984, 4.875, -0.592)  0.182
H (-2.951, 0.027, -1.372)  0.109
N (-4.806, 2.080, 1.869)  0.144
H (3.230, 3.947, -1.251)  0.125
N (1.905, 1.327, 0.396)  -0.016
H (1.297, -1.650, -4.009)  0.156
C (4.279, 2.111, -0.851)  0.006
H (-0.338, 2.336, -5.650)  0.141
H (4.643, -3.047, 2.911)  0.137
C (0.116, 0.742, -4.281)  0.061
N (-3.923, 0.801, 0.179)  -0.060
N (-0.424, 1.142, -1.985)  0.101
C (-2.194, -2.391, 2.142)  -0.148
C (2.875, -0.735, 1.190)  -0.196
C (-0.838, 2.844, -3.620)  0.074
C (-1.304, 3.147, -1.114)  -0.466
H (-4.853, 0.794, -0.233)  0.167
C (2.997, 0.529, 0.427)  -0.205
O (-1.745, 4.337, -1.372)  0.214
H (-3.294, -1.077, -0.200)  0.108
O (0.087, -1.245, -1.228)  -0.058
C (0.059, -2.855, 2.157)  -0.199
C (0.417, -1.004, -2.386)  -0.422
H (1.170, 3.184, -0.118)  0.102
C (2.030, 2.527, -0.185)  -0.122
O (-1.231, 2.639, -0.001)  -0.069
H (-5.675, 2.212, 1.374)  0.137

=====

No. 3
The following is a quantum chemistry calculation of 12 unconnected molecules or ions with the total composition C87H189N9O15 at a distorted geometry, from the Open Molecules 2025 dataset.

- SMILES: CC1(C)CCCC(C)(C)N1O.CC1(C)CCCC(C)(C)N1O.CC1(C)CCCC(C)(C)N1O.CC1(C)CCCC(C)(C)N1O.CC1(C)CCCC(C)(C)N1O.CC1(C)CCCC(C)(C)N1O.CC1(C)CCCC(C)(C)N1O.CC1(C)CCCC(C)(C)N1O.CC1(C)CCCC(C)(C)N1O.OCCO.OCCO.OCCO
- Calculated total energy: -137396.46958 eV
- Total charge: 0
- F_max: 3.30 eV/A
- Gap between HOMO and LUMO: 8.8 eV

Last column: Löwdin charge in e.
CARTESIAN COORDINATES (ANGSTROEM)
C (-5.205, 1.202, 0.056)  -0.126
H (-4.877, -5.297, 7.597)  0.094
C (-3.788, -1.443, -5.553)  -0.030
H (-3.639, -0.282, 1.026)  0.064
N (-3.126, -3.043, -3.812)  -0.066
H (-2.405, -2.672, -7.195)  0.085
H (-3.870, 2.059, -3.765)  0.093
C (-8.766, -0.926, -1.009)  -0.045
H (-2.084, 5.438, -0.920)  0.077
C (2.585, -1.573, 1.400)  -0.051
C (-0.386, -2.559, -4.074)  -0.152
H (-0.731, -1.746, 4.820)  0.059
H (-1.517, 3.874, 1.697)  0.088
C (-2.794, 3.586, -2.661)  -0.136
H (7.926, 0.116, -7.131)  0.094
H (2.602, -3.264, -2.199)  0.092
H (-0.694, 6.066, 2.345)  0.094
C (-2.675, -2.687, 4.425)  -0.515
H (-5.161, 3.516, 2.621)  0.109
C (2.814, -0.180, -7.087)  -0.022
H (-0.408, 6.779, 4.875)  0.082
H (-3.804, -5.762, 4.873)  0.125
H (4.316, -4.851, 1.312)  0.041
H (4.978, -5.100, 4.564)  0.124
C (-4.260, -0.428, -1.653)  -0.021
H (-0.201, -1.208, -0.536)  0.042
C (1.981, 0.361, 5.427)  -0.030
C (3.958, -6.501, -2.040)  -0.036
H (-5.496, 1.218, 1.107)  0.117
C (6.662, -5.061, -1.594)  -0.036
H (-1.939, 7.711, 4.983)  0.092
H (7.159, -2.517, -0.401)  0.092
H (3.147, 2.567, 6.808)  0.106
H (4.575, -6.431, -2.938)  0.068
C (0.586, 2.060, 0.350)  -0.123
H (1.854, 0.277, -6.833)  0.070
H (0.033, 2.163, 6.336)  0.067
O (4.686, -5.298, 0.543)  -0.049
H (-2.289, -4.941, -1.181)  0.094
H (-5.749, 6.041, 3.239)  0.123
O (2.832, 5.668, -5.259)  -0.051
O (-2.385, -2.691, 6.742)  -0.045
H (-4.218, 6.395, 4.927)  0.124
C (3.613, 5.468, -3.029)  -0.221
C (-2.341, 6.066, 3.828)  -0.527
C (-4.592, 4.227, 3.218)  -0.115
H (-4.577, 5.892, 1.923)  0.096
H (-3.023, -3.153, 2.351)  0.095
H (2.891, 2.921, -0.516)  0.085
C (-2.626, 3.780, 1.667)  -0.034
C (-3.292, -1.309, 4.260)  -0.019
C (7.436, -0.872, -7.186)  -0.040
C (-2.986, -4.407, -1.842)  -0.031
H (4.632, 2.554, -7.769)  0.091
H (0.066, -3.297, -4.759)  0.104
H (-1.177, -2.398, -2.089)  0.102
C (0.710, -1.151, 8.674)  -0.182
H (-0.195, 1.474, 9.397)  0.054
H (-1.588, 7.588, 2.449)  0.093
H (1.197, 0.441, -2.682)  0.068
H (6.311, -5.500, -2.559)  0.076
H (-3.949, 3.566, -4.489)  0.097
H (-0.844, 6.319, -1.861)  0.089
H (-0.615, 1.741, 2.123)  0.089
H (1.875, 5.729, -5.151)  0.052
H (5.499, -3.901, 3.372)  0.120
H (-0.660, 1.086, 7.497)  0.070
O (0.031, 5.404, -4.164)  -0.092
C (-1.696, 6.493, 2.491)  -0.024
C (-3.256, 2.948, -3.946)  -0.161
C (1.429, 1.392, -0.744)  -0.478
C (1.776, -0.398, 9.497)  -0.120
H (5.896, -0.125, 1.903)  0.116
H (-8.724, -1.233, 0.045)  0.094
H (-9.665, -0.316, -1.158)  0.089
C (5.171, 1.880, 1.820)  -0.256
H (-3.253, -0.122, -1.429)  0.080
H (2.269, -6.336, -0.140)  0.086
H (-8.921, -1.823, -1.609)  0.082
H (-5.566, -2.426, 5.402)  0.065
C (-0.102, 1.119, 6.556)  -0.012
H (-0.096, 2.785, -0.180)  0.110
H (0.916, 2.983, 9.553)  0.082
C (-2.482, -3.329, -6.326)  -0.033
O (-6.301, -2.174, -0.944)  -0.025
H (1.928, -4.524, -0.183)  0.080
C (5.740, -3.969, -1.060)  -0.480
H (1.451, -0.365, 4.801)  0.073
C (3.186, -4.085, -2.584)  -0.134
H (4.250, 6.334, -3.237)  0.130
O (-4.325, -3.765, -4.121)  -0.042
H (-5.013, -1.065, 1.669)  0.089
H (0.624, -2.210, 8.918)  0.117
H (0.819, 5.407, -3.576)  0.071
H (-1.546, 4.193, -7.157)  0.098
H (3.199, 2.729, 9.604)  0.076
H (6.896, -5.788, -0.804)  0.090
C (6.034, -0.718, -6.626)  -0.523
C (-0.188, 1.137, 1.298)  -0.149
H (-3.368, -3.474, -1.408)  0.066
N (2.265, 0.387, -0.074)  -0.046
H (3.231, 1.470, 10.824)  0.086
C (0.736, 1.925, 9.695)  -0.016
H (4.756, -2.189, -1.644)  0.103
H (-4.956, -3.415, -3.477)  0.097
H (0.470, -1.942, -3.769)  0.091
C (4.788, 0.077, -4.569)  -0.181
C (-7.463, -0.230, -1.290)  -0.515
H (0.220, -0.704, 2.437)  0.099
H (0.140, 2.706, -6.648)  0.096
C (-3.974, -4.731, 7.313)  -0.047
H (4.859, 1.990, -5.357)  0.103
H (0.729, 1.819, 10.781)  0.082
O (5.168, -0.222, -8.733)  -0.034
H (2.652, -0.775, -1.746)  0.071
C (-4.518, -4.927, 4.854)  -0.126
C (-5.096, -0.236, -0.423)  -0.515
C (0.667, -1.677, -0.063)  -0.018
H (-1.658, -6.170, -3.186)  0.083
C (-3.035, 2.371, 3.687)  -0.043
H (-6.860, -1.017, -3.264)  0.080
C (4.287, -3.084, 4.876)  -0.261
C (-1.544, 4.657, -6.149)  -0.030
H (2.738, -0.515, -8.141)  0.093
C (0.771, 0.060, 1.842)  -0.115
H (-0.534, 4.678, -1.225)  0.075
H (3.013, 0.083, 5.576)  0.082
C (6.496, -3.258, 0.050)  -0.037
H (-0.678, -3.524, 4.452)  0.103
H (-5.530, -5.275, 5.135)  0.124
H (-5.331, -3.514, 3.442)  0.105
O (3.074, -0.277, -1.048)  -0.066
H (-3.491, 5.580, -4.295)  0.053
H (-1.592, -3.957, -6.281)  0.068
H (-2.181, 6.760, -3.934)  0.092
H (-2.318, 2.138, -5.772)  0.124
C (-1.286, 5.337, -1.673)  -0.028
H (6.089, -2.872, -6.123)  0.084
O (3.572, -4.558, 2.979)  -0.101
H (-4.274, -1.459, -2.028)  0.067
H (2.473, 6.722, -1.826)  0.092
H (4.099, -2.213, 4.242)  0.110
C (4.652, -4.242, 3.980)  -0.163
H (3.146, 1.571, -5.133)  0.111
H (3.595, 1.822, -8.851)  0.076
H (-1.467, 1.771, -4.310)  0.100
C (-3.119, -3.666, 3.304)  -0.130
C (3.499, -5.169, -1.533)  -0.511
O (2.307, 2.479, 7.264)  -0.021
N (2.175, 1.122, 7.671)  -0.085
H (-1.184, -5.251, -4.639)  0.061
N (-6.420, -0.847, -0.462)  -0.098
H (3.327, -3.288, 5.361)  0.114
H (-1.691, 6.178, 5.870)  0.085
H (-4.120, -0.790, -4.765)  0.058
H (-4.678, -1.960, -5.895)  0.078
N (5.344, 0.304, -7.353)  -0.039
H (6.196, -2.460, -2.648)  0.114
H (5.670, 2.229, 2.724)  0.116
H (-0.626, 0.657, 5.714)  0.082
H (3.293, -0.994, 1.981)  0.077
C (-1.428, -1.646, -4.767)  -0.123
H (3.183, -2.089, 0.657)  0.073
H (-0.322, -3.907, -2.356)  0.111
H (1.930, 1.316, 4.922)  0.079
H (7.396, -1.048, -8.253)  0.075
H (2.895, -1.024, -6.378)  0.061
H (-0.282, -0.742, 8.917)  0.111
H (4.539, -7.068, -1.311)  0.096
C (2.376, 2.460, -1.362)  -0.014
H (-3.696, 3.920, -2.156)  0.115
H (-3.237, -5.506, 7.135)  0.085
C (-4.406, -1.009, 0.749)  -0.032
H (-4.397, -1.287, 4.242)  0.077
H (4.062, 1.337, 9.237)  0.081
H (-2.099, 1.823, 3.562)  0.057
O (5.948, 0.503, -0.116)  -0.061
H (-3.789, 7.581, 3.924)  0.116
H (-2.415, -4.534, 3.255)  0.135
C (-2.262, -4.012, -3.114)  -0.533
H (6.957, -3.968, 0.727)  0.075
H (-8.051, 1.269, 0.280)  0.129
H (4.088, 4.763, -2.315)  0.120
H (-4.878, 4.060, 4.256)  0.116
C (-3.079, 3.797, 3.115)  -0.503
H (-6.153, -3.427, 6.691)  0.087
H (-4.913, -2.185, 7.024)  0.089
H (-3.344, -0.825, -6.350)  0.087
H (-2.880, -5.685, -4.228)  0.080
C (-6.297, 1.962, -0.701)  -0.195
N (-2.851, -3.449, 5.675)  -0.089
H (-0.985, 0.587, 0.802)  0.098
C (-4.702, 5.739, 2.988)  -0.173
C (3.173, 1.653, 9.761)  -0.050
H (-3.880, -5.040, -2.008)  0.095
C (-7.585, 1.234, -0.721)  -0.144
C (-4.518, -4.249, 3.495)  -0.180
H (-3.212, 2.405, 4.766)  0.092
H (-5.964, 2.223, -1.703)  0.099
C (3.710, 1.971, -7.785)  -0.037
C (-2.699, -2.460, -5.097)  -0.504
H (-2.911, -0.862, 3.345)  0.073
H (-3.368, 6.302, -2.731)  0.090
H (0.084, 1.774, -2.393)  0.074
C (2.226, -5.428, -0.738)  -0.038
H (-1.133, -1.103, -5.648)  0.110
H (-2.285, 2.864, -2.018)  0.113
H (3.444, 1.410, 1.154)  0.016
C (1.224, 0.432, 6.765)  -0.494
C (0.269, 3.106, -5.630)  -0.028
H (4.862, -4.246, -3.887)  0.118
N (-0.801, 4.284, -3.806)  -0.033
C (-1.487, 6.693, 4.934)  -0.034
H (-1.014, 5.620, -6.153)  0.097
C (-4.202, -3.952, 6.043)  -0.529
H (-8.162, 0.204, -3.195)  0.100
H (-2.826, 2.812, 1.183)  0.070
C (5.334, -2.937, -2.188)  -0.116
H (1.240, 2.722, 0.948)  0.128
H (-0.965, -2.315, 3.218)  0.070
H (4.145, -0.809, -4.479)  0.087
H (-6.463, 0.657, -3.099)  0.062
C (-1.034, -3.211, -2.815)  -0.137
C (4.040, 0.768, -6.918)  -0.521
C (1.917, 1.082, 9.121)  -0.519
C (-3.798, 6.497, 3.931)  -0.141
C (5.464, -2.185, -6.701)  -0.021
H (4.305, 4.422, -4.670)  0.130
H (-3.948, -1.983, 0.488)  0.076
H (1.450, -5.582, -1.506)  0.078
H (0.946, 3.941, -5.746)  0.061
H (-6.399, 2.896, -0.145)  0.113
H (0.167, -2.441, 0.567)  0.102
H (2.776, -0.827, 9.293)  0.129
H (0.331, -1.640, 6.681)  0.103
H (-0.864, 3.884, 5.024)  0.072
C (1.589, -0.719, 0.764)  -0.456
H (-1.619, -0.896, -3.980)  0.110
H (-2.327, 6.289, 1.647)  0.043
C (-7.179, -0.101, -2.781)  -0.025
H (1.292, -2.137, -0.806)  0.052
H (5.028, 0.231, -0.324)  0.059
C (3.316, 4.759, -4.290)  -0.274
C (-2.031, 2.562, -4.806)  -0.120
H (8.018, -1.636, -6.708)  0.081
H (1.505, -0.452, 10.537)  0.112
H (2.773, 3.790, -4.250)  0.106
H (1.859, 3.223, -1.942)  0.070
H (-3.013, -0.687, 5.130)  0.083
H (4.937, 0.488, -3.561)  0.117
H (4.126, -2.706, -3.897)  0.074
H (-3.855, 1.803, 3.233)  0.076
C (-1.183, -2.573, 4.266)  -0.044
H (3.082, -7.017, -2.423)  0.087
H (-3.101, 4.562, 1.056)  0.065
H (5.324, -2.568, -7.709)  0.080
H (6.763, 0.604, -5.131)  0.132
O (2.425, 5.928, -2.355)  -0.083
H (2.103, -2.344, 2.041)  0.104
H (-2.629, 4.855, -6.035)  0.079
H (5.126, -2.288, 6.489)  0.084
H (3.106, 2.022, -2.043)  0.078
H (-3.355, -3.949, -6.588)  0.095
H (-4.731, -4.997, 2.736)  0.108
C (6.090, -0.262, -5.168)  -0.150
C (1.057, -1.040, 7.240)  -0.148
C (0.548, 0.875, -1.935)  -0.009
C (-1.053, 3.665, -5.137)  -0.540
H (2.984, -5.232, 3.354)  0.098
H (-3.642, -4.090, 8.126)  0.084
H (6.572, -1.022, -4.560)  0.114
H (7.032, 1.102, 1.508)  0.119
O (-1.021, 4.180, 4.147)  -0.014
H (2.550, -4.512, -3.361)  0.125
C (-1.898, 4.813, -2.947)  -0.501
H (-4.615, 0.243, -2.450)  0.059
H (1.444, 0.493, 2.615)  0.102
O (5.331, -2.975, 5.846)  -0.054
H (5.831, -2.751, 0.773)  0.077
H (1.996, -1.543, 7.021)  0.110
H (-4.245, 1.708, -0.061)  0.103
H (4.434, -2.286, -6.345)  0.050
C (-2.778, 5.915, -3.574)  -0.022
O (3.821, 1.547, 2.014)  -0.077
H (5.124, 2.776, 1.210)  0.115
C (4.150, 1.188, -5.427)  -0.111
H (-0.236, 0.157, -1.695)  0.052
H (0.686, 2.345, -4.984)  0.072
H (7.627, -4.602, -1.794)  0.081
H (2.811, 2.449, -7.393)  0.079
H (-6.153, -2.653, -0.120)  0.103
H (-2.753, -1.803, 6.794)  0.082
H (5.558, 0.418, -9.332)  0.096
C (-5.271, -2.934, 6.323)  -0.025
C (-1.917, -5.346, -3.854)  -0.009
C (6.012, 0.764, 1.268)  -0.264
N (4.385, -4.438, -0.567)  -0.057
H (-8.321, 1.819, -1.298)  0.126
C (4.406, -3.495, -3.220)  -0.200
N (-2.363, 4.635, 4.076)  -0.091

=====

Copy entry 1 word for word.
The following is a quantum chemistry calculation of 2 unconnected molecules or ions with the total composition C2H4N6O2 at a distorted geometry, from the Open Molecules 2025 dataset.

- SMILES: Cn1nn[nH]c1=O.N#[N+][O-]
- Calculated total energy: -15170.70830 eV
- Total charge: 0
- F_max: 5.14 eV/A
- Gap between HOMO and LUMO: 10.4 eV

Last column: Löwdin charge in e.
CARTESIAN COORDINATES (ANGSTROEM)
O (3.597, 0.140, 1.650)  0.143
C (-0.536, -0.572, -1.026)  -0.531
N (0.177, -1.483, 0.889)  -0.027
N (2.301, 0.129, -0.153)  0.246
N (2.915, 0.128, 0.749)  -0.306
N (-0.723, -0.651, 1.165)  0.021
H (-1.609, 1.771, -0.928)  0.072
N (0.382, -1.498, -0.419)  0.035
H (1.210, -1.972, -0.793)  0.149
H (-2.781, 1.248, 0.217)  0.069
N (-1.241, -0.049, 0.044)  -0.074
H (-1.253, 1.989, 0.789)  0.113
O (-0.690, -0.506, -2.196)  0.094
C (-1.748, 1.324, 0.012)  -0.004